(1)
{
  "formula": "C26H84N4O16",
  "method": "ωB97M-V with the def2-TZVPD basis set",
  "elements": ["C", "O", "H", "H", "H", "H", "C", "O", "H", "H", "H", "H", "C", "O", "H", "H", "H", "H", "C", "O", "H", "H", "H", "H", "C", "O", "H", "H", "H", "H", "C", "O", "H", "H", "H", "H", "C", "O", "H", "H", "H", "H", "C", "O", "H", "H", "H", "H", "C", "O", "H", "H", "H", "H", "C", "C", "C", "O", "H", "H", "H", "H", "H", "H", "H", "H", "C", "C", "C", "O", "H", "H", "H", "H", "H", "H", "H", "H", "C", "C", "C", "O", "H", "H", "H", "H", "H", "H", "H", "H", "C", "C", "C", "O", "H", "H", "H", "H", "H", "H", "H", "H", "C", "C", "C", "O", "H", "H", "H", "H", "H", "H", "H", "H", "C", "O", "N", "N", "H", "H", "H", "H", "C", "O", "N", "N", "H", "H", "H", "H"],
  "xyz": [[0.752, 1.984, -3.363], [-0.624, 2.194, -3.181], [1.119, 2.910, -3.711], [1.229, 1.778, -2.381], [0.978, 1.143, -4.069], [-0.933, 1.279, -2.916], [-0.407, 5.191, -1.744], [-1.169, 4.158, -1.207], [-0.850, 5.662, -2.647], [-0.280, 5.987, -1.021], [0.575, 4.807, -2.052], [-1.153, 3.328, -1.760], [3.848, 2.290, 3.597], [3.995, 1.714, 2.312], [3.809, 3.393, 3.635], [2.955, 1.868, 4.139], [4.653, 2.023, 4.327], [3.099, 1.509, 1.968], [-2.817, -4.693, 3.107], [-1.821, -4.231, 2.278], [-2.467, -4.599, 4.116], [-3.634, -3.911, 2.994], [-3.075, -5.737, 2.788], [-1.199, -4.976, 2.097], [-2.061, -3.679, -1.097], [-2.467, -2.794, -0.112], [-1.287, -3.145, -1.661], [-1.632, -4.640, -0.737], [-2.855, -3.812, -1.828], [-2.216, -3.191, 0.696], [-2.544, -0.590, -3.989], [-1.989, -0.186, -2.763], [-2.878, 0.271, -4.529], [-1.781, -1.131, -4.513], [-3.432, -1.201, -3.961], [-2.668, -0.254, -2.028], [4.676, -3.707, -1.589], [3.897, -4.747, -1.070], [4.197, -2.693, -1.472], [5.677, -3.601, -1.209], [4.859, -3.874, -2.672], [3.720, -5.430, -1.693], [-5.197, 0.440, 2.317], [-3.868, 0.118, 1.969], [-5.487, 1.183, 1.628], [-5.878, -0.433, 2.213], [-5.373, 0.868, 3.335], [-3.250, 0.176, 2.750], [1.930, 4.524, 1.631], [1.898, 3.554, 0.612], [1.619, 4.011, 2.530], [2.859, 5.092, 1.849], [1.248, 5.370, 1.547], [2.677, 3.509, 0.009], [-1.769, 6.330, 1.189], [-1.943, 5.026, 1.896], [-3.408, 4.544, 1.512], [-0.981, 4.038, 1.530], [-0.766, 6.774, 1.421], [-2.524, 7.081, 1.592], [-1.874, 6.294, 0.075], [-1.841, 5.160, 2.965], [-3.444, 3.399, 1.635], [-3.609, 4.676, 0.403], [-4.162, 5.145, 1.988], [-0.984, 3.939, 0.544], [-0.645, 0.696, 0.773], [0.619, 0.205, 1.441], [1.518, -0.729, 0.694], [1.499, 1.295, 1.855], [-1.101, -0.095, 0.232], [-0.309, 1.560, 0.188], [-1.330, 1.180, 1.474], [0.356, -0.441, 2.323], [2.425, -0.988, 1.313], [1.896, -0.218, -0.199], [1.030, -1.636, 0.381], [1.367, 2.113, 1.297], [1.802, -5.872, -4.957], [2.007, -5.558, -3.519], [0.840, -5.949, -2.649], [3.243, -6.252, -3.049], [2.573, -5.388, -5.691], [0.845, -5.440, -5.317], [1.776, -7.009, -5.067], [2.345, -4.481, -3.306], [0.028, -5.308, -2.936], [1.021, -5.859, -1.572], [0.405, -6.933, -2.761], [3.090, -7.196, -3.294], [-6.287, 0.414, -0.797], [-4.910, 0.881, -1.220], [-4.633, 2.312, -0.766], [-3.877, 0.033, -0.744], [-6.792, -0.099, -1.656], [-6.885, 1.313, -0.410], [-6.093, -0.283, 0.019], [-4.810, 0.781, -2.289], [-5.562, 2.945, -0.968], [-3.802, 2.686, -1.350], [-4.377, 2.409, 0.249], [-3.768, -0.091, 0.223], [5.541, 2.254, -2.430], [5.139, 1.676, -1.023], [6.380, 1.086, -0.449], [4.426, 2.660, -0.210], [6.071, 3.142, -2.222], [4.724, 2.337, -3.084], [6.176, 1.451, -2.919], [4.478, 0.816, -1.037], [6.179, 0.867, 0.605], [7.263, 1.743, -0.441], [6.639, 0.278, -1.092], [4.597, 2.455, 0.694], [-1.394, 1.384, 4.644], [-2.426, 0.783, 4.283], [-0.870, 1.202, 5.861], [-0.727, 2.315, 3.921], [-1.021, 0.306, 6.357], [-0.024, 1.650, 6.140], [0.291, 2.411, 4.039], [-0.896, 2.544, 2.921], [1.106, -5.882, 1.118], [0.019, -6.207, 1.551], [1.316, -4.539, 0.856], [2.048, -6.846, 0.869], [2.199, -4.237, 0.435], [0.591, -3.920, 0.633], [2.072, -7.705, 1.415], [2.930, -6.503, 0.405]],
  "lumo_energy_ev": 0.43,
  "de_lowest_kj_mol": 0.0,
  "energy_ev": -67042.116,
  "gap_ha": 0.361
}

***

(2)
{
  "formula": "C27H16AgIN2O2S2",
  "method": "ωB97M-V with the def2-TZVPD basis set",
  "elements": ["Ag", "S", "C", "C", "C", "C", "C", "C", "N", "C", "C", "C", "C", "C", "C", "C", "C", "N", "C", "C", "C", "C", "C", "S", "C", "H", "H", "H", "H", "H", "H", "H", "H", "H", "H", "H", "H", "I", "C", "C", "C", "C", "C", "C", "C", "O", "O", "H", "H", "H", "H"],
  "xyz": [[0.028, -0.048, -1.263], [7.156, -0.114, -2.693], [7.383, 0.052, -4.338], [6.215, 0.081, -5.072], [5.023, 0.012, -4.273], [5.408, -0.091, -2.924], [4.479, -0.042, -1.764], [3.133, -0.023, -2.038], [2.154, -0.019, -1.071], [2.501, -0.002, 0.245], [3.908, -0.058, 0.583], [4.285, 0.035, 1.950], [3.361, 0.047, 2.972], [1.963, 0.025, 2.693], [0.975, -0.114, 3.724], [-0.379, -0.116, 3.297], [-0.636, -0.001, 1.936], [0.278, 0.142, 0.928], [1.535, 0.076, 1.296], [-1.543, -0.169, 4.221], [-2.854, -0.039, 3.721], [-3.791, 0.080, 4.789], [-3.147, 0.072, 6.036], [-1.495, -0.129, 5.930], [4.902, -0.052, -0.408], [8.369, 0.152, -4.791], [6.265, 0.043, -6.164], [4.004, -0.034, -4.662], [2.677, -0.013, -3.023], [5.323, -0.112, 2.157], [3.679, -0.053, 3.997], [1.235, 0.003, 4.778], [-1.722, 0.051, 1.668], [-3.045, 0.020, 2.654], [-4.854, 0.070, 4.552], [-3.617, 0.097, 6.968], [5.933, 0.101, -0.225], [-9.239, 0.196, -2.638], [-7.220, -0.008, -2.307], [-6.714, -0.104, -0.990], [-5.347, -0.226, -0.735], [-4.472, -0.075, -1.672], [-4.886, 0.109, -2.955], [-6.246, 0.170, -3.244], [-3.097, -0.065, -1.321], [-2.206, -0.403, -2.190], [-2.781, 0.439, -0.259], [-7.373, 0.039, -0.143], [-4.878, -0.096, 0.308], [-4.227, 0.069, -3.932], [-6.403, 0.023, -4.311]],
  "lumo_energy_ev": -1.22,
  "energy_ev": -69102.516,
  "gap_ha": 0.252
}